Entry 1:
This record from OMol25 describes one molecule with the formula C6H10N2O. The level of theory is the ωB97M-V functional and the def2-TZVPD basis.

Calculated values
max |F|	5.7	eV/Å
multiplicity	1
HOMO energy	-0.3200	hartree
energy above the lowest of the compared OMol25 structures with the same formula, charge and spin	104.71	kcal per mole
energy	-11407.547	eV
frontier orbital gap	0.35430	Ha

CARTESIAN COORDINATES (ANGSTROEM)
O (-0.339, -2.306, 0.787)
N (0.357, 1.154, 0.430)
N (0.841, 1.167, 1.716)
C (-0.605, -1.208, 0.378)
C (1.744, -0.791, -0.059)
C (-1.936, -0.580, 0.691)
C (2.873, -1.159, 0.009)
C (0.086, -0.105, -1.795)
C (0.506, -0.253, -0.281)
H (-2.048, -0.492, 1.716)
H (0.885, 1.915, -0.081)
H (-0.573, 0.726, -1.799)
H (3.889, -1.278, -0.122)
H (-2.641, -1.325, 0.504)
H (0.908, 0.157, -2.461)
H (1.800, 1.134, 1.828)
H (0.299, 0.655, 2.243)
H (-0.294, -0.997, -2.161)
H (-2.252, 0.334, 0.149)

Entry 2:
This record from OMol25 describes C32H41FeIN7O2PS as an isolated structure. The level of theory is the ωB97M-V functional and the def2-TZVPD basis.

Calculated values
max |F|	0.6	eV/Å
multiplicity	2
HOMO energy (spin up / spin down)	-0.5949 / -0.5947	hartree
charge	+3
energy	-110959.722	eV
frontier orbital gap (spin up / spin down)	0.19139 / 0.25331	Ha

CARTESIAN COORDINATES (ANGSTROEM)
I (-2.373, 1.144, -2.642)
Fe (0.037, 1.396, -1.816)
S (-0.317, 2.054, 0.271)
P (0.175, -0.911, -1.802)
O (-1.609, 3.990, -1.864)
O (-0.380, 5.348, -3.004)
N (1.405, 1.191, 2.069)
N (2.082, 1.351, -2.047)
N (2.103, 4.750, -3.177)
N (-0.762, 0.201, 2.092)
N (-0.606, 4.291, -2.472)
N (2.537, 2.602, -2.523)
N (0.363, 3.244, -2.534)
C (1.617, 1.506, 4.556)
C (2.783, -1.396, -0.852)
C (2.212, 2.906, 4.700)
C (-5.385, -1.239, -0.855)
C (1.835, 3.894, 3.598)
C (-3.028, -4.083, -0.916)
C (1.925, -1.567, -6.008)
C (0.898, -1.172, -3.446)
C (-3.495, -2.750, -1.001)
C (-2.612, -1.706, -1.406)
C (1.410, -1.498, -0.604)
C (0.662, -0.237, -4.459)
C (-3.843, -0.165, 2.419)
C (-0.841, -3.359, -1.517)
C (0.177, 0.998, 1.623)
C (3.704, -1.841, 0.087)
C (1.175, -0.433, -5.734)
C (1.908, -2.502, 1.537)
C (2.175, -2.496, -5.005)
C (1.647, 3.592, -2.754)
C (-1.233, -2.041, -1.599)
C (-4.861, -2.485, -0.721)
C (-1.736, -4.395, -1.210)
C (-3.401, -0.547, 3.830)
C (0.985, -2.050, 0.607)
C (2.070, 0.740, 3.314)
C (-3.243, -0.450, -1.602)
C (-2.004, -0.076, 4.225)
C (-0.877, -0.600, 3.336)
C (1.673, -2.301, -3.728)
C (-4.560, -0.203, -1.335)
C (3.268, -2.396, 1.282)
H (-4.904, -0.367, 2.285)
H (2.296, 0.632, -2.742)
H (3.159, -1.063, -1.811)
H (2.562, 1.111, -1.180)
H (0.973, 0.290, -6.514)
H (3.091, 4.934, -3.264)
H (1.862, 1.972, 1.621)
H (-5.489, -3.312, -0.412)
H (-6.427, -1.040, -0.645)
H (-1.075, -1.634, 3.042)
H (1.904, -3.026, -2.959)
H (0.065, -0.583, 3.860)
H (-4.990, 0.773, -1.521)
H (1.443, 5.491, -3.378)
H (0.199, -3.624, -1.654)
H (-3.693, 0.902, 2.221)
H (2.316, -1.728, -7.004)
H (1.563, -2.976, 2.448)
H (3.987, -2.770, 2.000)
H (-3.326, -0.753, 1.649)
H (0.759, 3.885, 3.398)
H (2.103, 4.908, 3.888)
H (-1.797, -0.414, 5.242)
H (3.504, 2.679, -2.803)
H (1.881, 3.304, 5.659)
H (2.766, -3.377, -5.216)
H (2.366, 3.700, 2.660)
H (1.909, 0.909, 5.423)
H (0.041, 0.638, -4.284)
H (-3.730, -4.856, -0.629)
H (3.300, 2.828, 4.769)
H (-1.387, -5.417, -1.177)
H (3.135, 0.895, 3.143)
H (-4.110, -0.134, 4.548)
H (4.762, -1.792, -0.136)
H (-1.959, 1.018, 4.248)
H (1.926, -0.333, 3.405)
H (0.524, 1.564, 4.571)
H (-3.455, -1.633, 3.944)
H (-1.638, 0.278, 1.590)
H (-0.072, -2.179, 0.802)

Entry 3:
This record from OMol25 describes a 2-piece molecular cluster, C2H8N2O2S overall. The level of theory is the ωB97M-V functional and the def2-TZVPD basis.

Calculated values
max |F|	3.9	eV/Å
multiplicity	1
HOMO energy	-0.3115	hartree
energy above the lowest of the compared OMol25 structures with the same formula, charge and spin	40.48	kcal per mole
energy	-20111.346	eV
frontier orbital gap	0.32967	Ha

CARTESIAN COORDINATES (ANGSTROEM)
S (-3.004, -0.385, -0.250)
O (-2.185, -1.743, 0.272)
O (-3.119, 0.594, 0.780)
N (-0.792, 1.442, -0.610)
N (2.340, 0.120, 0.062)
C (2.103, -1.098, -0.081)
C (-1.437, 0.358, -1.199)
H (-0.828, -0.526, -1.139)
H (-1.051, 2.353, -0.734)
H (1.711, -1.602, -1.031)
H (-1.764, 0.665, -2.236)
H (-0.504, 1.250, 0.362)
H (-2.293, -2.359, -0.464)
H (1.853, -1.614, 0.952)
H (2.565, 0.680, -0.710)

M values, unit g/mol, following the record order: 126.16, 801.52, 124.16.